1.
A 5-piece molecular cluster, C24H72N13O7P4 overall at a distorted geometry, computed with ωB97M-V/def2-TZVPD.

The geometry in XYZ format:
```
120
Properties=species:S:1:pos:R:3:forces:R:3:lowdin_charge:R:1
N -7.919400 0.534830 28.737900 4.16 1.74 -3.92 -0.7194
O -7.469450 0.264810 27.624170 0.75 -1.48 -2.36 -0.0712
O -9.015040 0.214210 28.980620 -6.47 -2.08 2.97 -0.0275
O -7.218220 1.242660 29.415650 1.05 1.54 3.60 -0.0243
O -15.079190 -1.799010 27.515590 -0.30 0.26 -0.83 -0.3029
P -13.808940 -1.059330 27.623990 0.02 2.22 1.50 0.5959
N -13.137100 -1.326000 29.218360 0.95 0.74 -1.42 -0.2967
C -13.797280 -0.758250 30.375120 -0.60 0.39 -0.46 -0.1278
C -12.440680 -2.592440 29.442390 0.52 0.53 -0.81 -0.1109
N -13.989360 0.695840 27.463440 -1.28 0.04 0.14 -0.2841
C -12.979150 1.741950 27.943250 -1.06 -2.62 -1.05 -0.0804
C -15.259720 1.228590 26.778480 1.12 -0.79 1.17 -0.1040
N -12.698290 -1.445870 26.452760 1.07 1.96 3.09 -0.3347
C -11.294280 -1.085800 26.668930 0.50 -0.18 -1.21 -0.0988
C -12.962650 -2.354480 25.456100 -0.77 -2.51 -1.25 -0.1642
H -14.384340 0.114950 30.090540 -0.42 -0.25 -0.37 0.0735
H -13.166170 -0.297790 31.135240 0.70 -0.62 0.09 0.0587
H -14.447090 -1.527880 30.791660 -0.21 0.17 0.45 0.0822
H -11.623140 -2.575610 30.163110 -0.36 0.58 0.64 0.0657
H -11.837460 -2.770660 28.552180 -0.47 -0.58 -0.34 0.0640
H -13.112170 -3.415880 29.685580 -0.09 -0.15 -0.15 0.0824
H -12.352060 2.044500 27.104610 0.10 0.13 0.06 0.0700
H -13.472940 2.614960 28.370030 0.03 -0.28 0.33 0.0713
H -12.407150 1.102240 28.615330 0.49 0.96 0.46 0.0469
H -15.179050 2.301200 26.602110 0.56 -0.12 -0.39 0.0629
H -15.493900 0.666760 25.874270 0.20 0.20 -0.12 0.0609
H -16.144300 1.171660 27.412830 0.03 -0.42 0.32 0.0586
H -10.948000 -0.849470 27.675080 -0.59 0.78 -0.07 0.0626
H -10.601890 -1.889530 26.418530 -0.30 -0.73 -0.13 0.0783
H -11.072750 -0.367150 25.879910 0.46 0.70 0.58 0.0896
H -12.698850 -3.327810 25.869790 -0.44 -0.83 -0.45 0.0841
H -12.387330 -2.306420 24.531540 0.37 0.85 0.09 0.0853
H -14.008490 -2.300100 25.153840 -0.04 -0.35 0.17 0.0820
O -10.902530 2.189120 34.936210 0.78 -1.21 -1.19 -0.3245
P -10.401890 0.849840 34.464940 -0.61 0.44 -0.45 0.5741
N -8.834640 0.450780 35.015760 0.39 0.52 0.61 -0.3021
C -7.668170 0.757810 34.180080 0.14 -1.14 -1.14 -0.1141
C -8.544610 0.664360 36.475590 -1.11 0.26 -1.47 -0.0941
N -10.384190 0.564580 32.777530 -0.46 -1.48 1.09 -0.2966
C -10.377120 1.560870 31.774410 0.63 1.48 -0.32 -0.1433
C -10.121010 -0.824420 32.185690 0.05 2.08 1.85 -0.0435
N -11.475850 -0.316950 35.095210 1.51 0.30 -0.03 -0.3032
C -12.844480 -0.148010 34.597320 -0.10 -0.47 0.34 -0.1286
C -11.079090 -1.726280 35.367480 -0.17 1.46 -0.18 -0.1148
H -7.376580 -0.130430 33.619620 -0.43 -0.29 -0.54 0.0542
H -6.726060 0.850130 34.720450 -0.43 0.86 0.59 0.0745
H -7.807400 1.533780 33.427360 0.05 0.28 0.33 0.0863
H -9.271870 -0.015530 36.919380 0.63 0.11 1.03 0.0650
H -8.724000 1.697810 36.772050 -0.47 0.11 0.04 0.0723
H -7.479050 0.543000 36.670390 -0.26 -0.90 0.09 0.0700
H -11.135090 1.396800 31.008470 -0.18 -0.04 -0.01 0.0719
H -10.512430 2.539850 32.234180 -0.19 0.09 -0.09 0.0781
H -9.404600 1.553200 31.282230 0.02 0.19 -0.39 0.0649
H -9.493950 -1.167870 33.008450 0.08 -1.46 -0.63 0.0568
H -11.044670 -1.370560 31.994140 -0.03 -0.13 0.40 0.0484
H -9.599980 -0.719430 31.234060 0.30 0.15 0.16 0.0663
H -12.966970 -0.816200 33.744900 -0.44 -0.09 -0.15 0.0630
H -13.566050 -0.372600 35.382810 0.02 -0.58 0.12 0.0749
H -13.172650 0.851360 34.311580 0.95 0.20 -0.13 0.0793
H -11.288160 -2.339640 34.491020 -0.40 -0.43 0.23 0.0673
H -11.583160 -1.993330 36.296290 -0.23 -0.62 -0.28 0.0760
H -10.008740 -1.822720 35.549580 0.02 0.38 -0.03 0.0617
O -5.028060 0.480230 25.728330 0.19 -0.76 -0.86 -0.2422
P -4.805560 -0.381400 24.555560 1.45 -0.40 -1.01 0.5853
N -3.599780 -1.633460 24.775380 0.12 1.62 0.47 -0.2612
C -3.507590 -2.874770 23.992570 -0.52 -0.07 0.68 -0.1443
C -2.588440 -1.638440 25.923260 -0.76 -0.93 -1.13 -0.1029
N -4.275440 0.493320 23.153750 1.51 -1.50 0.32 -0.3065
C -5.184310 1.354500 22.503120 -1.20 0.38 -0.24 -0.1742
C -3.188930 0.038480 22.233630 -0.40 -0.21 1.53 -0.1023
N -6.190980 -1.126950 23.973430 -0.73 -0.36 0.61 -0.2921
C -7.337600 -1.309720 24.900850 0.39 0.66 -0.52 -0.0839
C -6.248450 -1.980340 22.803170 1.20 1.11 -0.37 -0.1408
H -2.470420 -3.209680 23.977830 0.01 -0.01 -0.13 0.0778
H -3.917180 -2.925620 22.983740 0.39 0.94 -0.10 0.0457
H -4.120360 -3.644590 24.461610 0.16 -0.41 0.53 0.0741
H -2.595500 -2.664200 26.291860 -0.25 -0.12 0.37 0.0663
H -2.729720 -0.990400 26.788240 -0.79 0.32 -0.72 0.0331
H -1.558280 -1.534210 25.582690 0.07 0.50 -0.52 0.0652
H -5.718610 0.887010 21.676020 0.00 -0.38 -0.52 0.0685
H -6.003870 1.633760 23.165260 0.32 0.51 0.22 0.0849
H -4.641130 2.199460 22.079930 -0.25 0.39 0.22 0.0790
H -3.066290 0.689090 21.367740 -0.43 0.08 0.08 0.0733
H -2.236790 0.061410 22.763720 0.06 -0.20 0.02 0.0716
H -3.393060 -0.984740 21.918270 0.26 -0.03 -0.39 0.0465
H -7.163940 -2.084090 25.648040 -0.02 0.17 0.13 0.0600
H -7.537810 -0.332440 25.340090 -0.02 -0.40 0.57 0.0661
H -8.213840 -1.600090 24.321210 0.01 -0.02 -0.21 0.0725
H -6.142160 -3.037950 23.044520 -0.57 -0.17 -0.13 0.0774
H -5.404630 -1.728260 22.160890 0.27 -0.08 0.00 0.0485
H -7.074240 -1.700180 22.149200 -0.60 -0.50 0.37 0.0838
O -4.001720 -0.008830 28.654790 0.97 -2.18 0.27 -0.2507
P -3.756800 -1.318520 29.333250 1.33 -0.73 -1.11 0.5835
N -4.264270 -1.328250 30.879630 -2.34 -3.25 -0.18 -0.2947
C -5.615070 -1.888710 31.239790 0.69 0.25 -0.34 -0.0554
C -3.505650 -0.885180 31.953160 1.19 1.86 1.60 -0.1635
N -2.058010 -1.757790 29.520330 0.33 -0.35 -0.51 -0.2827
C -1.077970 -1.142800 28.606440 -0.08 0.47 1.75 -0.1435
C -1.370070 -2.698650 30.468130 -1.57 0.42 -1.28 -0.1261
N -4.422930 -2.708510 28.554590 -0.03 -0.34 0.47 -0.2679
C -4.151600 -4.168970 28.958240 0.57 1.92 0.00 -0.0786
C -5.588550 -2.468480 27.679120 -0.46 -0.79 0.30 -0.1282
H -6.295770 -1.107590 31.578300 0.08 0.15 0.00 0.0708
H -5.531280 -2.659240 32.006190 0.32 0.13 0.37 0.0732
H -6.101610 -2.417850 30.420410 0.29 0.41 -0.33 0.0667
H -3.842360 0.130600 32.160370 0.18 0.27 0.75 0.0914
H -2.429310 -0.818710 31.794490 -0.11 0.08 -0.68 0.0654
H -3.531000 -1.480510 32.865870 -0.70 -0.35 0.03 0.0839
H -1.453480 -0.133420 28.438360 0.29 -0.07 -0.80 0.0813
H -0.161390 -1.050190 29.189030 0.23 0.40 0.25 0.0653
H -0.710460 -1.699940 27.744690 -0.79 -0.17 -0.38 0.0631
H -0.731670 -3.431500 29.974710 -0.02 0.02 -0.62 0.0697
H -0.690040 -2.148360 31.118390 -0.33 0.07 0.50 0.0695
H -2.145290 -3.303660 30.938350 0.21 0.30 0.70 0.0615
H -3.990740 -4.273270 30.031250 -0.90 0.13 0.36 0.0496
H -4.913880 -4.838150 28.559200 -0.18 0.34 0.29 0.0691
H -3.192470 -4.578560 28.641380 0.26 0.44 -0.89 0.0558
H -6.091460 -3.415850 27.485050 0.54 -0.51 -0.48 0.0687
H -5.330530 -1.976570 26.741270 0.01 0.06 0.31 0.0393
H -6.448780 -1.986180 28.143330 0.44 1.01 0.20 0.0661
```
Positions in Å, forces in eV/Å.

Properties
* energy relative to the best compared isomer or geometry (same formula, charge and spin): 124.8 kcal/mol
* energy: -3561.515196 a.u.
* gap between HOMO and LUMO: 6.67 eV
* charge: -1



2.
A 12-piece molecular cluster, C24H72N4O12 overall at a distorted geometry, computed with ωB97M-V/def2-TZVPD.

The geometry in XYZ format:
```
112
Properties=species:S:1:pos:R:3:forces:R:3:lowdin_charge:R:1
N -1.656250 -1.690473 -4.014500 0.82 1.64 1.15 0.1791
C -1.960250 -2.318473 -5.091500 4.57 -2.95 -4.05 -0.6470
N -3.230250 -2.596473 -5.274500 -3.81 -0.45 -0.30 0.1535
O -0.993250 -2.761473 -5.939500 -4.37 1.93 3.10 -0.1257
H -0.698250 -1.454473 -4.023500 1.53 0.41 0.65 0.0227
H -2.238250 -1.402473 -3.256500 -0.57 -0.21 0.03 0.0595
H -3.460250 -3.279473 -5.938500 0.08 -0.77 -1.12 0.0838
H -4.056250 -2.364473 -4.702500 1.48 0.21 -0.06 0.1178
N 1.717750 0.655527 -4.694500 -4.67 0.41 -2.77 0.1989
C 1.872750 -0.202473 -3.763500 -6.77 -5.85 0.92 -0.6394
N 2.882750 -0.052473 -3.024500 5.24 -0.50 4.86 0.1680
O 0.916750 -1.175473 -3.547500 4.56 4.31 -0.38 -0.1034
H 0.889750 0.472527 -5.276500 1.01 0.39 0.03 0.1580
H 2.500750 1.066527 -5.013500 2.66 2.03 -1.78 0.0736
H 2.899750 -0.757473 -2.235500 0.15 1.31 -0.94 0.0837
H 3.714750 0.613527 -3.132500 -2.23 -1.41 0.05 0.1798
C 0.485750 -1.980473 4.450500 -0.77 -0.30 -0.47 -0.0133
C 0.616750 -2.652473 3.115500 5.16 -3.03 1.65 -0.5769
C 0.464750 -4.165473 3.211500 0.84 -0.98 0.18 -0.0359
O -0.200250 -2.182473 2.228500 -4.73 -1.67 -3.45 0.0075
H 1.207750 -2.385473 5.110500 1.10 0.29 0.75 0.0781
H -0.450250 -2.290473 4.864500 -0.98 -0.07 0.35 0.0809
H 0.445750 -0.898473 4.334500 0.51 0.10 0.25 0.0743
H 1.647750 -2.474473 2.696500 -0.22 -0.17 0.82 0.1489
H -0.426250 -4.427473 3.713500 -2.02 -0.19 -0.31 0.0689
H 1.057750 -4.520473 4.012500 1.64 -0.07 0.91 0.0594
H 0.726750 -4.909473 2.403500 -0.59 1.58 0.32 0.0996
H -0.098250 -1.291473 2.233500 0.02 4.38 -0.71 0.0214
C -1.184250 -5.133473 0.314500 1.20 0.06 -1.06 -0.0212
C -0.159250 -4.315473 -0.518500 -7.13 -3.57 -5.71 -0.6154
C -0.864250 -3.221473 -1.309500 -0.45 -0.89 -2.97 -0.0456
O 0.717750 -3.645473 0.039500 8.82 1.75 4.64 0.0345
H -0.707250 -5.985473 0.800500 -0.11 0.24 0.42 0.0729
H -1.981250 -5.523473 -0.329500 0.12 0.32 0.16 0.0812
H -1.500250 -4.338473 0.939500 -1.12 0.07 1.50 0.0563
H 0.236750 -4.989473 -1.244500 0.72 -0.64 -0.72 0.1385
H -0.151250 -2.898473 -2.116500 -0.36 0.16 1.09 0.0930
H -1.204250 -2.345473 -0.741500 -0.02 -0.54 0.12 0.0693
H -1.627250 -3.665473 -1.937500 -0.99 0.26 0.07 0.0752
H 0.241750 -3.121473 0.621500 -0.61 2.42 2.47 0.0282
C 0.391750 2.280527 5.355500 -1.58 0.06 -0.67 -0.0160
C 0.245750 2.365527 3.811500 -1.44 -8.15 1.98 -0.6189
C -1.137250 1.994527 3.234500 -0.72 -0.98 -0.61 -0.0438
O 0.533750 3.471527 3.294500 2.62 7.39 -2.83 0.0080
H -0.277250 2.965527 5.916500 0.36 0.00 -0.54 0.0874
H 1.401750 2.410527 5.704500 0.39 -0.02 -0.06 0.0721
H 0.008750 1.297527 5.581500 0.27 -0.57 0.51 0.0576
H 0.899750 1.545527 3.363500 -0.11 0.67 0.81 0.1268
H -1.156250 2.170527 2.096500 0.16 -0.34 1.71 0.0939
H -1.806250 2.685527 3.673500 -0.99 1.34 0.30 0.0586
H -1.690250 1.052527 3.474500 1.17 0.19 -0.21 0.0923
H -0.231250 3.896527 2.910500 -0.11 0.41 -0.09 0.1068
C 2.423750 1.774527 1.233500 2.03 0.87 -1.17 -0.0212
C 3.081750 0.387527 0.894500 6.38 9.41 -2.12 -0.6715
C 4.512750 0.358527 1.446500 1.55 -0.91 -1.34 -0.0320
O 2.478750 -0.548473 1.354500 -7.01 -9.48 4.44 0.0340
H 2.745750 2.045527 2.235500 -0.36 0.05 0.29 0.0808
H 1.341750 1.850527 1.112500 0.36 -0.20 0.06 0.0505
H 2.918750 2.544527 0.563500 -0.68 -0.78 0.71 0.0813
H 3.233750 0.320527 -0.156500 0.02 0.23 -1.80 0.1018
H 5.072750 1.200527 1.043500 0.20 0.07 -0.06 0.0735
H 5.058750 -0.598473 1.108500 -0.88 1.27 0.24 0.0961
H 4.656750 0.361527 2.512500 -0.59 0.15 0.65 0.0700
H 1.545750 -0.411473 1.113500 -0.16 -0.64 0.43 0.0681
C -3.252250 -0.208473 1.015500 0.30 -0.94 1.28 -0.0212
C -3.370250 1.189527 0.457500 -7.55 -2.50 1.84 -0.6204
C -3.974250 2.232527 1.354500 -1.11 0.46 2.21 -0.0240
O -2.358250 1.679527 -0.112500 8.10 1.16 -2.80 0.0092
H -2.650250 -0.212473 1.917500 0.03 -0.08 0.40 0.0665
H -2.671250 -0.850473 0.347500 0.03 0.00 0.35 0.0587
H -4.227250 -0.757473 1.245500 1.20 1.23 -0.42 0.1307
H -4.096250 0.988527 -0.355500 -0.82 0.34 0.13 0.1387
H -3.662250 2.322527 2.437500 0.34 -0.36 -1.32 0.0895
H -5.021250 2.047527 1.457500 -0.98 -0.22 0.02 0.0729
H -3.932250 3.237527 0.925500 0.29 -0.09 -0.15 0.0932
H -2.596250 2.501527 -0.500500 0.14 1.14 -0.62 0.1152
C 2.096750 5.377527 0.952500 0.02 2.22 -0.32 -0.0332
C 1.323750 5.457527 -0.350500 3.82 -3.65 -0.17 -0.5813
C 0.803750 4.087527 -0.694500 2.30 -2.86 -1.94 -0.0690
O 0.180750 6.066527 -0.230500 -4.42 5.43 0.17 -0.0022
H 2.603750 6.314527 1.256500 -0.73 -0.09 -0.16 0.0985
H 2.888750 4.728527 0.848500 1.81 -1.74 -0.42 0.0381
H 1.513750 4.993527 1.737500 -0.91 -0.26 1.10 0.0476
H 2.064750 5.816527 -1.097500 -0.79 0.19 -0.08 0.1556
H 0.211750 4.027527 -1.662500 0.26 0.43 1.50 0.0963
H 0.344750 3.644527 0.193500 -0.57 0.22 -0.33 0.0696
H 1.661750 3.388527 -0.895500 -0.59 0.36 0.07 0.0755
H 0.080750 6.707527 -0.946500 -0.33 -0.01 0.40 0.1228
C 4.410750 -2.250473 -1.827500 1.39 -0.98 -0.58 -0.1723
O 3.203750 -2.192473 -1.156500 -1.12 0.02 0.10 -0.1202
H 4.675750 -3.261473 -2.132500 0.17 -0.38 0.40 0.0907
H 5.136750 -1.824473 -1.169500 1.19 0.18 0.12 0.0745
H 4.451750 -1.738473 -2.783500 -0.51 0.39 0.16 0.0720
H 3.356750 -2.579473 -0.281500 -0.57 0.27 -0.19 0.1066
C -4.443250 -1.842473 -1.335500 -2.40 1.58 0.66 -0.1746
O -3.308250 -1.253473 -1.801500 0.90 1.63 -1.14 -0.1431
H -4.835250 -2.632473 -1.873500 -0.41 -1.34 -2.28 0.0647
H -5.318250 -1.131473 -1.159500 1.10 -0.65 0.00 0.1215
H -4.152250 -2.347473 -0.494500 0.05 -1.08 2.97 0.0523
H -3.047250 -0.660473 -1.079500 0.23 -0.11 -0.84 0.0276
C -0.897250 1.868527 -3.225500 1.44 1.69 0.44 -0.1948
O -1.851250 2.607527 -3.894500 -0.15 0.91 -0.88 -0.0535
H -1.014250 1.999527 -2.190500 -0.32 -0.31 1.71 0.0326
H -0.006250 2.400527 -3.423500 1.54 0.00 -0.34 0.0688
H -0.817250 0.852527 -3.474500 0.00 -1.44 -0.57 0.0500
H -2.561250 2.024527 -3.805500 -2.62 -0.77 -0.43 0.0449
C 0.211750 -0.089473 -0.780500 -1.38 2.11 -0.88 -0.0887
O -0.006250 0.082527 0.636500 0.53 -1.51 -1.11 -0.1347
H -0.751250 -0.223473 -1.363500 1.01 0.60 0.83 0.0909
H 0.735750 -0.937473 -1.034500 1.33 -2.23 0.24 0.0328
H 0.835750 0.751527 -1.182500 -0.83 -0.34 0.28 0.1037
H -0.623250 0.785527 0.689500 -1.02 1.26 0.27 0.0219
```
Positions in Å, forces in eV/Å.

Properties
* energy relative to the best compared isomer or geometry (same formula, charge and spin): 233.0 kcal/mol
* energy: -2079.123846 a.u.
* gap between HOMO and LUMO: 8.30 eV
* SMILES: NC(N)=O.NC(N)=O.CC(C)O.CC(C)O.CC(C)O.CC(C)O.CC(C)O.CC(C)O.CO.CO.CO.CO